[1]
DFT (wB97M-V/def2-TZVPD) results for the molecule C5H7ClO at a distorted geometry.

Output
E_tot = -19866.15574 eV
Orbital gap = 10.7 eV

```
! RIJCOSX wB97M-V def2-TZVPD def2/J DEFGRID3
* xyz 0 1
C 0.1222 -0.2003 -0.8582
C -1.1932 -0.9269 -0.3502
C 0.7026 0.8742 0.0616
H 0.6974 0.5620 1.1006
H -1.8713 -1.3005 -1.2730
H 0.1117 1.7119 -0.1368
H -1.3306 -0.8139 1.6845
O -3.0833 -0.0618 0.8940
H 0.1717 -0.1244 -1.9959
C -1.9747 -0.4689 0.8007
Cl 0.5189 -2.7897 -1.5562
H 1.7002 1.2333 -0.2420
H 0.7893 -1.4288 0.5692
C 0.2204 -1.5914 -0.3602
*
```



[2]
DFT (wB97M-V/def2-TZVPD) results for a structure of composition C5H7ClO2 at a distorted geometry.

Output
E_tot = -21914.34152 eV
Orbital gap = 10.6 eV

```
! RIJCOSX wB97M-V def2-TZVPD def2/J DEFGRID3
* xyz 0 1
H 0.0047 -1.3621 1.8405
O 1.6529 -0.6403 0.7788
H 2.3698 -0.5062 -1.1718
H 0.1582 -2.3389 -0.5847
O 0.7791 1.9565 0.0972
H 0.2086 0.9682 -1.6894
C 0.2218 -1.2944 -0.9438
Cl -2.1520 0.0811 0.0470
H -0.0775 -1.2077 -1.9539
H 1.6419 2.2993 -0.2390
C -0.4396 -0.2435 -0.0283
H 0.2163 0.3967 1.9259
C 1.4421 -0.4356 -0.6151
C 0.5407 0.7692 -0.6910
C 0.3361 -0.4886 1.2891
*
```



[3]
DFT (wB97M-V/def2-TZVPD) results for the molecule C5H7ClO3S at a distorted geometry.

Output
E_tot = -34794.36613 eV
Orbital gap = 7.4 eV

```
! RIJCOSX wB97M-V def2-TZVPD def2/J DEFGRID3
* xyz 0 1
H 1.7246 -0.2615 0.0443
H -0.6109 -0.0002 -1.0137
O 1.5690 2.6403 1.1491
C -0.0761 -0.9436 -0.8972
O 0.7829 1.4968 -0.6272
S -0.6940 1.4170 1.5443
C 0.6768 1.8602 0.5121
H 1.3786 -1.9888 0.2938
H 2.2681 2.8242 0.5005
H -1.8308 -0.8188 -2.8513
H 0.1653 -2.9210 -1.6420
C -0.3339 -1.9569 -1.7239
C -1.3282 -1.8104 -2.8076
H -0.2784 2.0760 2.6350
O -1.5940 -2.6840 -3.5999
Cl 0.1765 -0.5958 1.7780
C 0.9321 -0.9959 0.2037
*
```



[4]
DFT (wB97M-V/def2-TZVPD) results for the molecule C5H7ClS at a distorted geometry.

Output
E_tot = -28655.59234 eV
Orbital gap = 9.8 eV

```
! RIJCOSX wB97M-V def2-TZVPD def2/J DEFGRID3
* xyz 0 1
C 0.3726 0.8221 0.7728
H 0.6606 -1.8889 -0.2445
C -1.1235 -1.0772 0.3038
H 1.1354 0.5202 1.4571
H 0.2413 1.9335 0.7584
H -1.0793 0.1586 2.2808
Cl 2.5576 0.2330 -0.7001
C 0.0534 -1.0906 -0.6477
S -2.3836 0.2420 0.2358
H 0.4625 0.8610 -1.4084
H -1.4902 -2.0043 0.6035
C -0.9195 0.0984 1.2183
H -0.3738 -1.2448 -1.6165
C 0.8006 0.2191 -0.5975
*
```



no.,highest occupied orbital energy (eV)
1,-9.86
2,-9.88
3,-7.37
4,-8.90